{
  "formula": "C10H18FN3O3",
  "method": "the ωB97M-V functional and the def2-TZVPD basis",
  "largest_force_ev_per_a": 3.0,
  "homo_energy_ev": -10.4428,
  "homo_lumo_gap_ha": 0.4020,
  "spin_multiplicity": 1,
  "e_above_lowest_kcal_mol": 0.00,
  "species": ["C", "C", "C", "F", "C", "N", "C", "N", "C", "C", "N", "O", "C", "C", "C", "O", "H", "H", "H", "H", "H", "H", "H", "H", "H", "H", "H", "H", "H", "H", "H", "H", "O", "H", "H"],
  "xyz": [[-0.7057, 2.3296, -1.7453], [-0.9706, 0.8083, -2.1007], [-1.9378, 0.1554, -1.0690], [-2.7915, -0.7631, -1.6999], [-1.2684, -0.4362, 0.2201], [-2.3614, -1.0435, 1.0208], [-0.6411, 0.7013, 1.0731], [-0.1253, 1.5658, 1.6082], [-0.1285, -1.4843, -0.0275], [-0.4881, -2.5633, -1.0568], [-0.8913, -3.1606, -1.9385], [1.0739, -0.7906, -0.2966], [2.2386, -1.6064, -0.1516], [2.8192, -1.6755, 1.2943], [2.9398, -0.2864, 2.0033], [2.1628, -2.6459, 2.1464], [0.0529, 2.4255, -0.9357], [-1.6633, 2.7526, -1.3346], [-0.4531, 2.9153, -2.6568], [-0.0381, 0.2367, -2.2945], [-1.5286, 0.8329, -3.0727], [-2.6190, 0.9753, -0.7163], [-1.9318, -1.4479, 1.8537], [-3.0084, -0.2933, 1.2760], [0.0209, -2.0186, 0.9515], [2.1302, -2.6547, -0.5283], [3.0286, -1.1338, -0.7883], [3.8734, -2.0554, 1.1856], [3.0735, 0.5575, 1.2891], [2.0455, -0.0638, 2.6248], [3.8240, -0.3441, 2.6845], [1.6793, -3.2449, 1.5551], [-2.4221, 4.1562, -0.2882], [-2.4834, 5.0391, -0.6719], [-2.5016, 4.3062, 0.6617]],
  "lowdin_charge": [-0.0998, -0.1579, -0.2697, -0.0121, -0.3555, 0.0927, -0.1328, 0.1917, -0.2539, -0.1238, 0.1892, -0.1158, -0.1454, -0.3782, -0.0418, -0.0576, 0.0627, 0.0356, 0.0769, 0.1064, 0.1210, 0.1517, 0.0903, 0.0992, 0.1473, 0.1358, 0.1450, 0.1417, 0.0876, 0.0717, 0.0820, 0.0764, -0.0662, 0.0537, 0.0521]
}